(1)
{"formula": "C5H13NO", "method": "the ωB97M-V functional and the def2-TZVPD basis", "species": ["C", "C", "C", "C", "C", "N", "O", "H", "H", "H", "H", "H", "H", "H", "H", "H", "H", "H", "H", "H"], "positions_angstrom": [[1.94, 0.18, -0.29], [0.18, 0.25, -2.23], [-2.20, 0.13, 0.03], [-0.40, 0.03, 3.00], [0.68, -0.40, -1.00], [-0.90, 0.11, 0.71], [-0.78, -0.74, 1.82], [2.38, -0.49, 0.40], [2.70, 0.29, -1.05], [1.66, 1.08, 0.23], [1.02, 0.49, -2.84], [-0.29, 1.22, -2.12], [-0.56, -0.41, -2.80], [-2.32, 1.18, -0.30], [-2.30, -0.43, -0.86], [-3.03, -0.07, 0.79], [0.10, -0.70, 3.50], [-1.32, 0.37, 3.51], [0.17, 0.89, 2.60], [0.69, -1.50, -1.15]], "mulliken_charge": [-1.215, -1.211, -0.878, -0.445, 0.331, -0.157, -0.225, 0.322, 0.396, 0.261, 0.399, 0.301, 0.285, 0.294, 0.241, 0.349, 0.235, 0.201, 0.238, 0.280], "orbital_gap_ev": [9.36, 8.14], "e_lumo_ev": [1.1, 0.7], "e_homo_ev": [-8.26, -7.41], "charge": 0}

(2)
{"formula": "C23H51F2N3O16PPt", "method": "the ωB97M-V functional and the def2-TZVPD basis", "species": ["Pt", "C", "N", "C", "C", "C", "C", "O", "H", "H", "H", "H", "H", "H", "H", "H", "H", "H", "H", "H", "H", "H", "C", "O", "O", "O", "C", "C", "C", "O", "C", "N", "H", "H", "H", "H", "H", "H", "H", "H", "H", "H", "H", "C", "C", "C", "O", "C", "N", "H", "H", "H", "H", "H", "H", "H", "H", "H", "H", "H", "C", "O", "P", "O", "O", "C", "O", "C", "H", "H", "H", "H", "H", "H", "H", "H", "H", "C", "C", "O", "C", "O", "O", "F", "H", "H", "H", "C", "C", "O", "C", "O", "O", "F", "H", "H", "H"], "positions_angstrom": [[-0.70, 4.90, 2.75], [5.18, -3.62, 0.43], [4.87, -5.12, 0.65], [4.01, -5.58, -0.53], [6.22, -5.92, 0.58], [4.31, -5.37, 2.12], [3.15, -4.43, 2.61], [2.08, -4.41, 1.71], [5.85, -3.26, 1.22], [4.19, -3.18, 0.56], [5.64, -3.64, -0.55], [4.51, -5.21, -1.42], [3.02, -5.14, -0.38], [3.99, -6.66, -0.34], [6.88, -5.43, 1.29], [6.70, -5.74, -0.38], [6.07, -7.00, 0.64], [5.08, -5.47, 2.89], [3.78, -6.31, 1.93], [3.42, -3.40, 2.85], [2.86, -4.91, 3.55], [1.84, -3.48, 1.68], [-0.04, 1.33, 1.99], [0.28, 0.20, 1.79], [-0.05, 1.80, 3.12], [-0.49, 2.16, 1.22], [4.61, 4.61, 1.15], [4.45, 5.11, 2.62], [5.77, 5.69, 3.15], [5.64, 5.75, 4.59], [6.84, 5.99, 5.33], [3.30, 6.03, 2.70], [3.89, 3.85, 0.84], [5.51, 4.02, 1.00], [4.59, 5.50, 0.53], [4.18, 4.23, 3.21], [5.99, 6.62, 2.62], [6.58, 4.97, 2.96], [7.70, 5.54, 4.85], [6.74, 5.62, 6.35], [7.07, 7.06, 5.26], [3.70, 6.69, 3.34], [3.39, 6.61, 1.88], [-2.26, 3.14, -5.00], [-2.61, 4.33, -4.04], [-4.01, 4.21, -3.29], [-5.03, 4.44, -4.18], [-6.26, 4.12, -3.64], [-1.47, 4.49, -3.19], [-1.34, 3.22, -5.58], [-3.07, 2.97, -5.71], [-2.23, 2.18, -4.48], [-2.56, 5.32, -4.51], [-3.98, 4.81, -2.38], [-3.95, 3.19, -2.91], [-6.55, 4.79, -2.84], [-6.41, 3.08, -3.36], [-6.95, 4.28, -4.48], [-0.64, 4.21, -3.70], [-1.47, 3.93, -2.34], [-7.94, -2.48, -0.15], [-7.53, -1.90, -1.32], [-6.47, -2.64, -2.28], [-6.76, -4.12, -2.44], [-6.75, -1.78, -3.57], [-5.90, -1.91, -4.71], [-4.99, -2.17, -1.78], [-4.81, -0.96, -1.14], [-8.92, -2.11, 0.14], [-7.23, -2.42, 0.67], [-7.99, -3.56, -0.34], [-5.07, -2.58, -4.52], [-5.47, -0.92, -4.81], [-6.49, -2.20, -5.58], [-5.67, -0.28, -1.09], [-3.97, -0.38, -1.53], [-4.52, -1.12, -0.11], [1.92, -0.23, -2.85], [1.17, -1.57, -2.92], [2.00, -2.24, -3.82], [2.53, -1.33, -4.69], [2.98, -1.49, -5.80], [2.51, -0.14, -4.11], [-0.01, -1.37, -3.34], [2.69, -0.25, -2.07], [1.28, 0.63, -2.66], [1.15, -2.02, -1.93], [-3.47, -1.41, 5.12], [-2.42, -2.49, 5.15], [-3.06, -3.62, 4.50], [-4.35, -3.46, 4.54], [-5.20, -4.36, 4.26], [-4.63, -2.21, 4.97], [-2.29, -2.79, 6.47], [-3.29, -0.72, 4.29], [-3.39, -0.82, 6.04], [-1.46, -2.27, 4.68]], "mulliken_charge": [0.797, -0.919, -0.211, -0.752, -0.915, -0.380, -0.702, -0.522, 0.340, 0.394, 0.447, 0.373, 0.307, 0.403, 0.447, 0.393, 0.383, 0.382, 0.370, 0.435, 0.382, 0.345, 0.877, -0.626, -0.513, -0.562, -1.271, 0.208, -0.768, -0.331, -0.699, -0.567, 0.309, 0.352, 0.354, 0.237, 0.333, 0.473, 0.302, 0.240, 0.292, 0.275, 0.289, -1.351, 0.510, -0.463, -0.293, -0.715, -0.696, 0.401, 0.360, 0.277, 0.138, 0.394, 0.155, 0.303, 0.270, 0.265, 0.247, 0.208, -0.741, -0.273, 1.001, -0.692, -0.268, -0.645, -0.277, -0.764, 0.231, 0.280, 0.365, 0.335, 0.229, 0.249, 0.334, 0.324, 0.310, -0.419, 0.381, -0.332, 0.677, -0.517, -0.319, -0.278, 0.251, 0.299, 0.250, -0.324, 0.227, -0.292, 0.684, -0.593, -0.312, -0.281, 0.260, 0.283, 0.346], "orbital_gap_ev": [4.70, 4.83], "e_lumo_ev": [-5.7, -5.6], "e_homo_ev": [-10.44, -10.44], "charge": 1, "spin_multiplicity": 3}

(3)
{"formula": "C52H51N5O3PSr", "method": "the ωB97M-V functional and the def2-TZVPD basis", "species": ["Sr", "C", "C", "C", "C", "C", "C", "C", "C", "N", "C", "C", "C", "C", "N", "C", "C", "C", "C", "C", "C", "C", "C", "H", "H", "H", "H", "H", "H", "H", "H", "H", "H", "H", "H", "H", "H", "H", "H", "H", "H", "H", "H", "H", "H", "H", "H", "O", "C", "O", "C", "C", "C", "C", "C", "C", "P", "C", "C", "C", "C", "C", "C", "C", "C", "C", "C", "C", "C", "H", "H", "H", "H", "H", "H", "H", "H", "H", "H", "H", "H", "H", "H", "C", "C", "C", "C", "C", "N", "C", "O", "N", "C", "C", "C", "C", "N", "C", "C", "C", "H", "H", "H", "H", "H", "H", "H", "H", "H", "H", "H", "H", "H"], "positions_angstrom": [[-0.03, 0.48, -0.04], [-1.32, 4.09, -0.61], [-2.29, 3.82, 0.51], [-2.58, 4.81, 1.44], [-3.43, 4.57, 2.50], [-4.02, 3.32, 2.64], [-3.76, 2.30, 1.73], [-4.38, 0.94, 1.89], [-2.89, 2.58, 0.67], [-2.56, 1.50, -0.22], [-3.33, 1.22, -1.20], [-4.58, 1.95, -1.56], [-2.94, 0.02, -2.03], [-4.01, -0.66, -2.82], [-1.72, -0.35, -1.97], [-1.27, -1.50, -2.69], [-1.15, -2.71, -1.99], [-1.50, -2.81, -0.53], [-0.65, -3.81, -2.68], [-0.28, -3.72, -4.00], [-0.39, -2.51, -4.67], [-0.89, -1.38, -4.03], [-1.02, -0.07, -4.76], [-0.30, 3.93, -0.26], [-1.40, 5.12, -0.95], [-1.49, 3.45, -1.48], [-2.12, 5.78, 1.32], [-3.65, 5.35, 3.21], [-4.70, 3.13, 3.46], [-4.91, 0.87, 2.84], [-3.62, 0.15, 1.88], [-5.10, 0.73, 1.10], [-4.74, 2.81, -0.92], [-5.45, 1.29, -1.49], [-4.53, 2.28, -2.60], [-4.84, -0.94, -2.17], [-3.63, -1.55, -3.32], [-4.42, 0.02, -3.57], [-2.35, -2.19, -0.25], [-0.64, -2.52, 0.10], [-1.73, -3.84, -0.26], [-0.56, -4.76, -2.15], [0.12, -4.58, -4.53], [-0.08, -2.43, -5.71], [-0.45, -0.09, -5.69], [-0.65, 0.76, -4.16], [-2.06, 0.15, -5.00], [0.18, 2.22, 1.60], [1.42, 1.93, 1.63], [2.07, 1.66, 0.59], [2.05, 1.70, 2.97], [2.97, 2.60, 3.49], [3.49, 2.41, 4.76], [3.09, 1.32, 5.52], [2.18, 0.41, 5.00], [1.66, 0.59, 3.72], [0.47, -0.60, 3.00], [-0.90, -0.48, 4.21], [-1.19, -1.46, 5.15], [-2.22, -1.26, 6.07], [-2.95, -0.09, 6.05], [-2.65, 0.90, 5.11], [-1.64, 0.70, 4.19], [1.19, -2.25, 3.23], [0.39, -3.35, 2.93], [0.91, -4.64, 2.96], [2.24, -4.84, 3.28], [3.05, -3.75, 3.57], [2.53, -2.46, 3.55], [3.28, 3.46, 2.90], [4.21, 3.12, 5.16], [3.48, 1.18, 6.52], [1.87, -0.44, 5.60], [-0.62, -2.38, 5.19], [-2.44, -2.03, 6.80], [-3.74, 0.07, 6.77], [-3.21, 1.83, 5.10], [-1.40, 1.48, 3.47], [-0.66, -3.20, 2.67], [0.27, -5.48, 2.73], [2.65, -5.84, 3.30], [4.09, -3.90, 3.83], [3.18, -1.63, 3.78], [0.78, 2.32, -8.62], [1.32, 1.32, -7.64], [1.85, 1.72, -6.41], [2.37, 0.79, -5.52], [2.39, -0.56, -5.84], [2.91, -1.44, -4.86], [2.85, -2.80, -4.83], [2.59, -3.52, -5.77], [3.23, -3.35, -3.60], [3.11, -2.75, -2.34], [4.02, -3.02, -1.33], [3.85, -2.41, -0.09], [2.79, -1.55, 0.09], [1.89, -1.30, -0.87], [2.05, -1.90, -2.05], [1.88, -0.98, -7.07], [1.36, -0.04, -7.94], [0.45, 3.23, -8.11], [-0.06, 1.92, -9.17], [1.55, 2.61, -9.34], [1.85, 2.77, -6.14], [2.77, 1.13, -4.57], [3.33, -0.98, -4.06], [3.41, -4.34, -3.66], [4.86, -3.68, -1.51], [4.54, -2.59, 0.72], [2.65, -1.03, 1.03], [1.30, -1.71, -2.81], [1.92, -2.02, -7.34], [0.97, -0.38, -8.89]], "mulliken_charge": [0.604, -1.591, 1.473, -0.893, -1.091, -0.867, 1.319, -1.489, -0.858, 1.535, -0.421, -1.937, 0.250, -1.995, 1.274, -0.310, 1.424, -1.503, -1.008, -1.182, -0.495, 1.050, -1.515, 0.167, 0.504, 0.251, 0.485, 0.450, 0.556, 0.454, 0.189, 0.387, 0.428, 0.422, 0.433, 0.418, 0.464, 0.423, 0.333, 0.091, 0.558, 0.445, 0.416, 0.661, 0.230, 0.352, 0.349, -0.267, 0.254, -0.704, 0.155, -0.412, -0.676, -0.812, -0.109, -0.223, 1.864, 0.481, -0.285, -0.692, -0.700, -0.532, -0.936, 0.607, -0.679, -0.920, -0.640, -0.710, -0.673, 0.549, 0.416, 0.446, 0.542, 0.393, 0.443, 0.410, 0.464, 0.386, 0.651, 0.461, 0.427, 0.462, 0.403, -1.575, 0.836, -0.904, -0.657, 0.703, -0.018, 0.057, -0.639, 0.059, -0.142, -0.688, -1.323, -0.794, 0.922, -1.153, -0.468, -0.719, 0.372, 0.379, 0.319, 0.384, 0.446, 0.221, 0.309, 0.574, 0.505, 0.631, 1.363, 0.544, 0.374], "orbital_gap_ev": 7.42, "e_lumo_ev": -2.9, "e_homo_ev": -10.28, "charge": 1}

(4)
{"formula": "C18H12F5MoN4O2", "method": "the ωB97M-V functional and the def2-TZVPD basis", "species": ["Mo", "C", "N", "C", "C", "C", "C", "C", "C", "C", "C", "H", "H", "H", "H", "H", "H", "H", "H", "H", "H", "H", "H", "O", "N", "C", "C", "N", "C", "N", "F", "C", "C", "F", "C", "F", "C", "O", "C", "F", "C", "F"], "positions_angstrom": [[-0.23, 0.30, -0.24], [-2.30, -1.97, -0.86], [-0.90, -1.60, -1.12], [-0.72, -1.48, -2.58], [-0.04, -2.70, -0.63], [1.36, -2.18, -0.45], [2.48, -2.93, -0.78], [3.75, -2.42, -0.50], [3.88, -1.18, 0.09], [2.76, -0.42, 0.39], [1.46, -0.88, 0.10], [-2.50, -2.99, -1.18], [-2.98, -1.31, -1.40], [-2.52, -1.89, 0.22], [-1.13, -2.35, -3.10], [0.35, -1.41, -2.82], [-1.24, -0.58, -2.95], [-0.08, -3.57, -1.30], [-0.41, -3.01, 0.36], [2.38, -3.90, -1.24], [4.62, -3.01, -0.74], [4.86, -0.80, 0.33], [2.92, 0.53, 0.88], [0.26, 1.81, 0.47], [0.16, 3.02, 0.90], [1.14, 3.63, 1.53], [0.93, 4.95, 1.98], [0.77, 6.02, 2.36], [2.38, 3.00, 1.76], [3.35, 2.38, 1.85], [-6.10, 4.05, 0.17], [-5.06, 3.26, -0.05], [-4.32, 2.78, 1.03], [-4.65, 3.11, 2.27], [-3.23, 1.96, 0.78], [-2.43, 1.46, 1.76], [-2.89, 1.57, -0.52], [-1.88, 0.74, -0.68], [-3.64, 2.06, -1.58], [-3.27, 1.69, -2.82], [-4.72, 2.92, -1.36], [-5.42, 3.39, -2.38]], "mulliken_charge": [1.220, -1.061, 0.137, -0.851, -0.600, 1.120, -0.841, -0.517, -0.755, -0.042, -0.036, 0.358, 0.361, 0.330, 0.412, 0.372, 0.218, 0.415, 0.380, 0.421, 0.415, 0.479, 0.277, -0.305, -0.543, 0.710, -0.079, -0.314, 0.209, -0.391, -0.263, 0.539, 0.053, -0.261, 0.588, -0.322, -0.209, -0.390, 0.183, -0.290, 0.130, -0.259], "orbital_gap_ev": [6.50, 6.86], "e_lumo_ev": [-5.8, -5.6], "e_homo_ev": [-12.28, -12.44], "charge": 1, "spin_multiplicity": 3}

Q: What is the formula in the fourth record?
A: C18H12F5MoN4O2

Q: What is the formula in the second record?
A: C23H51F2N3O16PPt